Molecular formula: C4H11N2
Method: DFT, ωB97M-V with the def2-TZVPD basis set

ΔE to the lowest compared entry with this formula, charge and spin	102.2	kcal per mole

The geometry in ORCA input format:
```
! wB97M-V def2-TZVPD RIJCOSX def2/J DEFGRID3
* xyz 1 1
C -1.6768 1.8113 -1.3187
C -1.2395 0.8267 -0.5225
C -0.0910 -0.9905 -0.5626
C -0.5028 -1.9345 -1.5601
N 0.6381 -1.0700 0.4465
N 1.6133 0.9540 1.8670
H -2.2254 2.7384 -1.0206
H -1.6818 1.6611 -2.4548
H -1.5203 0.6105 0.5272
H 0.0663 -1.6464 -2.4524
H -1.5491 -1.7775 -1.8695
H -0.3917 -3.0688 -1.3565
H 1.0076 -0.2799 1.0509
H 0.9381 -2.0123 0.5586
H 0.9556 1.7258 1.9758
H 2.4873 1.2864 1.4989
H 1.6557 0.4738 2.7707
*
```

Molecular formula: C17H47Cl6NO7
Method: DFT, ωB97M-V with the def2-TZVPD basis set

ΔE to the lowest compared entry with this formula, charge and spin	8.3	kcal per mole

The geometry in ORCA input format:
```
! wB97M-V def2-TZVPD RIJCOSX def2/J DEFGRID3
* xyz 0 1
C -0.2897 -1.7734 -1.1207
O -0.0872 -3.1669 -1.0493
C 0.1531 -3.5214 0.3005
C -0.1153 -5.0204 0.3116
N 0.2644 -5.7946 1.5065
C 0.2789 -7.2523 1.2564
C -1.1234 -7.8958 1.4933
O -1.9072 -7.8195 0.2603
C -3.0216 -8.7550 0.3289
H -1.0167 -1.3922 -0.4036
H -0.4067 -1.3165 -2.1034
H 0.6415 -1.2841 -0.8351
H -0.6173 -3.0566 0.9157
H 1.1188 -3.0641 0.5163
H 0.6038 -5.4000 -0.4143
H -1.0865 -5.3937 -0.0134
H -0.4532 -5.6378 2.1998
H 0.9103 -7.6296 2.0608
H 0.6015 -7.5666 0.2639
H -1.6440 -7.6632 2.4223
H -0.8587 -8.9428 1.6414
H -3.9269 -8.2912 0.7206
H -2.7162 -9.6821 0.8139
H -3.3608 -9.2495 -0.5813
Cl 2.8152 -2.2525 -3.5818
C 3.0429 -0.7056 -4.3583
C 2.5202 0.3768 -3.4120
Cl 2.9331 2.0230 -4.0307
H 2.5004 -0.7349 -5.3033
H 4.1163 -0.5968 -4.5136
H 2.9490 0.2626 -2.4164
H 1.4332 0.3412 -3.3391
Cl -2.6857 4.9994 4.9762
C -2.3014 3.3040 5.4843
C -1.0201 2.9365 4.8932
Cl -1.2830 2.2828 3.2997
H -3.0290 2.6513 5.0019
H -2.4489 3.1853 6.5577
H -0.5589 2.1429 5.4811
H -0.3001 3.7492 4.7973
Cl 2.8987 7.9613 -2.0140
C 2.0104 6.3914 -1.9078
C 2.9483 5.3224 -1.3062
Cl 3.3716 5.7895 0.3632
H 1.7079 6.2744 -2.9484
H 1.1407 6.4836 -1.2572
H 3.8094 5.3658 -1.9730
H 2.5873 4.2953 -1.3594
C -1.7418 5.1651 0.8729
O -2.5865 4.8008 -0.2255
H -0.6659 5.1525 0.6989
H -2.1646 5.8304 1.6256
H -1.9237 4.2889 1.4952
H -3.0240 5.6356 -0.4082
C -1.5326 0.8997 -3.2608
O -2.6600 0.3728 -2.6246
H -0.9262 1.5104 -2.5919
H -0.9284 0.1726 -3.8034
H -1.7763 1.5912 -4.0673
H -2.9761 0.9709 -1.9435
C 0.5584 2.1880 0.0251
O 1.3274 1.1003 -0.4084
H 0.8745 3.0862 -0.5055
H -0.5207 2.1204 -0.1128
H 0.6957 2.2274 1.1057
H 2.2638 1.3115 -0.3949
C -3.5756 1.3688 0.4565
O -3.6423 2.1493 -0.6808
H -3.4071 2.1196 1.2285
H -4.5425 0.9263 0.6963
H -2.8053 0.6011 0.3837
H -3.2225 2.9961 -0.5126
C 4.6089 0.7227 1.0717
O 4.1040 1.7989 0.1963
H 5.1212 1.0801 1.9649
H 3.8242 0.0696 1.4536
H 5.2786 0.0843 0.4956
H 4.8672 2.3790 0.1449
*
```

Molecular formula: C6H12O2
Method: DFT, ωB97M-V with the def2-TZVPD basis set

ΔE to the lowest compared entry with this formula, charge and spin	124.5	kcal per mole

The geometry in ORCA input format:
```
! wB97M-V def2-TZVPD RIJCOSX def2/J DEFGRID3
* xyz 0 1
C -0.9044 0.8448 0.6104
C -0.0454 0.1471 -0.9600
C 1.3921 0.5648 -1.2229
C -0.4325 -1.2092 -1.5321
C 0.0038 -0.2173 1.0137
C 0.7231 -1.1992 1.4567
O -2.2286 0.4131 0.5535
O -0.6270 2.0436 0.8353
H -2.7589 1.1969 0.7515
H -0.0733 1.5442 2.6376
H -0.6738 0.8735 -1.4819
H -0.0923 0.8546 3.0293
H 2.1026 -0.1792 -0.8625
H 1.5917 1.5253 -0.7512
H 1.5490 0.6633 -2.2990
H 0.2395 -2.0034 -1.2082
H -0.3694 -1.1670 -2.6216
H -1.4558 -1.4578 -1.2567
H 1.2799 -1.8449 0.7889
H 0.7796 -1.3932 2.5190
*
```

Molecular formula: CH5BO
Method: DFT, ωB97M-V with the def2-TZVPD basis set

ΔE to the lowest compared entry with this formula, charge and spin	116.3	kcal per mole

The geometry in ORCA input format:
```
! wB97M-V def2-TZVPD RIJCOSX def2/J DEFGRID3
* xyz 0 1
B 1.1224 -0.1313 -1.3767
C -1.1502 0.1926 1.4070
O 0.6163 -0.3840 -0.2608
H 0.6210 0.0671 -2.3847
H 2.2405 -0.1413 -1.2707
H -0.4399 -0.1699 2.1064
H -1.8917 -0.4660 1.0305
H -1.1184 1.0327 0.7489
*
```

Molecular formula: C4H7N3O
Method: DFT, ωB97M-V with the def2-TZVPD basis set

ΔE to the lowest compared entry with this formula, charge and spin	147.1	kcal per mole

The geometry in ORCA input format:
```
! wB97M-V def2-TZVPD RIJCOSX def2/J DEFGRID3
* xyz 0 1
C -0.9144 -1.9905 -0.1752
C -0.2568 2.1896 0.7811
C 1.0653 1.4632 0.8847
C 0.9060 0.3869 0.0427
H 0.3787 -2.3273 -0.3943
H -1.8663 -2.6146 -0.7068
H -1.1137 -1.8784 0.9570
H -1.0969 -0.3871 -2.2357
H -0.6468 3.0361 1.1884
H 1.9443 1.7614 1.3315
H 2.5642 -0.4351 -0.0404
N -1.2502 -0.6271 -0.9663
N -0.3637 0.4243 -0.4248
N -1.0635 1.4941 0.0415
O 1.7139 -0.4955 -0.2834
*
```

Molecular formula: C3H5NO3
Method: DFT, ωB97M-V with the def2-TZVPD basis set

ΔE to the lowest compared entry with this formula, charge and spin	16.2	kcal per mole

The geometry in ORCA input format:
```
! wB97M-V def2-TZVPD RIJCOSX def2/J DEFGRID3
* xyz 0 1
N -1.6629 -0.7922 0.1307
C -0.5538 -0.4124 0.8337
O -0.1073 -1.0161 1.7871
C 0.0596 0.9177 0.3851
O 1.4174 0.7490 -0.0393
C 1.5607 0.0895 -1.1887
O 0.6566 -0.3614 -1.8477
H -1.6964 -0.5316 -0.8450
H -2.0091 -1.7185 0.3444
H -0.5182 1.3930 -0.4120
H 0.1151 1.5767 1.2521
H 2.6254 0.0228 -1.4463
*
```

Molecular formula: C18H33LiN3O3
Method: DFT, ωB97M-V with the def2-TZVPD basis set

ΔE to the lowest compared entry with this formula, charge and spin	119.2	kcal per mole

The geometry in ORCA input format:
```
! wB97M-V def2-TZVPD RIJCOSX def2/J DEFGRID3
* xyz 1 1
C -1.4425 3.5579 -2.8074
C -0.5258 4.5801 -3.0921
H -2.4682 3.8987 -2.5579
H -1.1450 2.6176 -3.4176
C 0.8824 4.1957 -2.9870
C 1.2751 3.0945 -2.2514
H 0.7425 2.8209 -1.2991
H 2.2635 2.6910 -2.4450
C -0.9598 5.9096 -3.6395
H -2.0479 5.9397 -3.5695
H -0.6716 5.9940 -4.6957
H -0.5400 6.7597 -3.0912
C 1.8982 5.0151 -3.8092
H 2.0011 6.0354 -3.3818
H 1.6154 5.1389 -4.8779
H 2.9011 4.5677 -3.7827
Li -0.2820 -1.2347 1.8521
O -0.7526 -0.0108 0.2607
C -0.4179 -0.0031 -0.9454
O 0.4370 -2.4138 0.4473
C 0.7759 -2.1572 -0.7122
O 1.5981 -2.9701 -1.4266
N 0.4180 -1.0440 -1.4493
C 1.6494 -2.4786 -2.7907
C 1.0578 -1.0970 -2.7781
H 1.0843 -3.1676 -3.4216
H 2.6936 -2.4971 -3.0973
H 0.3275 -0.9848 -3.6051
H 1.8580 -0.3619 -2.8759
C -0.8521 0.9901 -1.9085
C -1.8362 1.9405 -1.5965
H -0.4529 0.8402 -2.9270
H -1.7466 2.3663 -0.5579
H -2.8738 1.8599 -2.0063
C 0.9687 -1.0956 4.5762
N 1.1341 -1.9725 3.3967
C 2.5628 -1.9567 3.0378
C 0.6717 -3.3440 3.7110
C -0.8442 -3.3888 3.8547
N -1.5900 -2.6608 2.8072
C -2.0940 -3.5621 1.7502
C -2.7836 -2.0127 3.3783
H 1.5088 -0.1499 4.3880
H 1.3793 -1.5620 5.5054
H -0.0938 -0.8717 4.7361
H 3.1937 -2.5010 3.7899
H 2.7081 -2.4434 2.0601
H 2.9184 -0.9122 2.9866
H 1.0231 -4.0144 2.9236
H 1.1132 -3.6677 4.6761
H -1.1338 -4.4524 3.8533
H -1.0985 -2.9528 4.8289
H -2.6027 -4.4471 2.1751
H -2.8271 -3.0177 1.1363
H -1.2827 -3.8804 1.0979
H -2.4935 -1.3258 4.1790
H -3.3025 -1.4462 2.5904
H -3.4996 -2.7549 3.8042
*
```

Molecular formula: C31H29FeO4
Method: DFT, ωB97M-V with the def2-TZVPD basis set

<S²>	6.089
ΔE to the lowest compared entry with this formula, charge and spin	50.2	kcal per mole

The geometry in ORCA input format:
```
! wB97M-V def2-TZVPD RIJCOSX def2/J DEFGRID3
* xyz -1 5
C 1.6933 0.6056 1.6765
C 0.4842 1.4443 1.9028
C -0.6781 1.1914 0.9180
C 0.3027 1.9278 3.2543
Fe 1.6155 3.3774 3.6884
C 2.8580 2.3697 4.6990
O 3.5286 1.9644 5.5664
C 0.6399 3.6275 5.2850
O 0.0928 3.3734 6.2813
C 1.5671 4.4115 1.8727
C 2.9045 4.0308 2.1534
C 3.2735 4.5849 3.4183
C 2.1480 5.3174 3.9186
C 1.0921 5.2162 2.9422
H 1.9930 0.0700 2.5849
H 1.3928 -0.1655 0.9262
H 2.6977 1.0221 1.3727
H -1.5272 1.8747 1.1411
H -0.1832 1.3930 -0.0198
H -0.6555 2.4275 3.5004
H 0.6762 1.2739 4.0788
H 1.0183 4.1595 0.9562
H 3.5535 3.4571 1.4831
H 4.2596 4.5275 3.8700
H 2.1280 5.9038 4.8312
H 0.1063 5.6798 2.9940
C -6.7919 -3.4701 -0.2922
O -6.3470 -2.2510 0.4984
C -5.0816 -1.7124 0.3722
C -4.7452 -0.6305 1.2404
C -3.4968 -0.0541 1.1491
C -2.5549 -0.5604 0.2449
C -1.1317 -0.1373 0.3939
C -0.1492 -0.8239 -0.5175
C 0.6760 -0.2089 -1.5376
C 1.5461 -0.9643 -2.3544
C 1.6679 -2.3385 -2.1379
O 2.5989 -3.1309 -2.7896
C 2.6470 -2.9305 -4.1815
C 3.4835 -1.9408 -4.6967
C 3.2735 -1.5311 -6.0122
C 2.2968 -2.1445 -6.7992
C 1.5322 -3.1890 -6.2709
C 1.7229 -3.6247 -4.9634
C 0.9433 -2.9583 -1.0747
C -0.0128 -2.2251 -0.3625
C -2.9252 -1.5240 -0.6930
C -4.1540 -2.1823 -0.6106
H -7.7975 -3.6501 0.1057
H -6.8796 -3.2457 -1.3897
H -6.1536 -4.3555 -0.0390
H -5.5078 -0.3400 1.9683
H -3.2879 0.7459 1.8488
H -0.9613 -0.2665 1.6309
H 0.4502 0.8330 -1.8893
H 2.1533 -0.4310 -3.1444
H 4.2317 -1.4863 -4.0412
H 3.8854 -0.7245 -6.4120
H 2.1236 -1.8073 -7.8192
H 0.7917 -3.6969 -6.8831
H 1.1584 -4.4507 -4.5152
H 1.0754 -4.0155 -0.9035
H -0.7096 -2.7637 0.2910
H -2.2173 -1.8326 -1.4419
H -4.3344 -3.0456 -1.2670
*
```

Molecular formula: C4H7O2
Method: DFT, ωB97M-V with the def2-TZVPD basis set

<S²>	0.753
ΔE to the lowest compared entry with this formula, charge and spin	101.5	kcal per mole

The geometry in ORCA input format:
```
! wB97M-V def2-TZVPD RIJCOSX def2/J DEFGRID3
* xyz 0 2
H 2.2888 1.8557 0.2293
O 2.8230 0.9967 0.3715
O -0.0110 1.1682 -0.3235
C 0.0126 -0.0362 0.0135
C 0.9869 -1.1447 0.5382
C -1.3708 -0.3396 -0.2211
C -2.0300 0.7348 -0.7063
H 0.3976 -2.0741 0.7908
H 1.7059 -1.3734 -0.2509
H 1.5146 -0.7663 1.4008
H -1.7923 -1.3754 -0.0105
H -3.0637 0.6900 -0.9143
H -1.4616 1.6642 -0.9176
*
```

Molecular formula: C2H3FI2
Method: DFT, ωB97M-V with the def2-TZVPD basis set

ΔE to the lowest compared entry with this formula, charge and spin	83.5	kcal per mole

The geometry in ORCA input format:
```
! wB97M-V def2-TZVPD RIJCOSX def2/J DEFGRID3
* xyz 0 1
C 0.2599 0.0489 -0.0694
C -3.9461 0.0769 0.2512
F -2.7783 0.2318 -0.3832
I -4.7521 -1.8557 -0.0755
I -5.2219 1.7355 -0.0661
H 0.2520 -0.9846 -0.3380
H 0.2046 0.3417 0.9560
H 0.2923 0.7975 -0.8317
*
```

Molecular formula: C4H4O
Method: DFT, ωB97M-V with the def2-TZVPD basis set

ΔE to the lowest compared entry with this formula, charge and spin	41.3	kcal per mole

The geometry in ORCA input format:
```
! wB97M-V def2-TZVPD RIJCOSX def2/J DEFGRID3
* xyz 0 1
C -0.0663 0.8592 0.9273
C -0.2144 0.7431 -0.4255
C 0.0339 -0.5466 -0.9751
C 0.2871 -1.4367 -0.0054
O 0.6707 -2.3800 0.5634
H 0.8116 0.5045 1.4442
H -0.5584 1.6531 1.4702
H -0.7940 1.4503 -1.0074
H -0.1703 -0.8468 -1.9918
*
```

Molecular formula: C6H10N2O
Method: DFT, ωB97M-V with the def2-TZVPD basis set

ΔE to the lowest compared entry with this formula, charge and spin	20.8	kcal per mole

The geometry in ORCA input format:
```
! wB97M-V def2-TZVPD RIJCOSX def2/J DEFGRID3
* xyz 0 1
H 0.3995 3.0988 -1.8619
N 0.8698 2.4169 -1.2668
C 0.1788 1.9769 -0.3141
C -1.2553 2.3091 0.0115
C 0.7080 0.9118 0.6080
O 0.7544 1.0565 1.8185
C 0.9336 -0.3271 -0.1252
C 0.3621 -1.4998 0.2169
C 0.5185 -2.7366 -0.6231
N -0.5388 -1.5997 1.2443
H -1.7116 2.8957 -0.7832
H -1.2815 2.8774 0.9428
H -1.8290 1.3903 0.1593
H 1.4558 -0.2220 -1.0649
H 0.7929 -3.5960 -0.0133
H 1.2770 -2.5920 -1.3829
H -0.4280 -2.9626 -1.1149
H -0.7097 -2.5244 1.6145
H -0.4965 -0.8734 1.9345
*
```

Number 1: F_max 6.18 eV/A. Number 2: F_max 3.60 eV/A. Number 3: F_max 3.95 eV/A. Number 4: F_max 2.72 eV/A. Number 5: F_max 6.76 eV/A. Number 6: F_max 0.52 eV/A. Number 7: F_max 2.56 eV/A. Number 8: F_max 5.25 eV/A. Number 9: F_max 9.57 eV/A. Number 10: F_max 0.77 eV/A. Number 11: F_max 3.36 eV/A. Number 12: F_max 0.90 eV/A.